# 1
C6H11N | ωB97M-V/def2-TZVPD

Values from the calculation:
- <S²>: 0.775
- LUMO energy (alpha / beta): -4.533 / -7.023 eV
- Spin multiplicity: 2
- Total charge: +1
- Energy relative to the best compared isomer or geometry (same formula, charge and spin): 15.3 kcal per mole

Positions of all 18 atoms, in Å:
C -0.858 -1.376 -0.864
N 0.700 -1.420 1.504
C 0.560 -0.228 0.861
C -0.202 -0.146 -0.332
C -0.576 1.171 -0.798
C -1.185 1.403 -1.976
C 1.453 0.897 1.294
H -0.215 -2.155 -1.289
H -1.398 -1.825 -0.031
H -1.446 -1.207 -1.754
H 0.169 -1.638 2.334
H 0.596 -2.177 0.830
H -0.385 1.962 -0.084
H -1.437 2.400 -2.324
H -1.451 0.613 -2.667
H 2.353 0.450 1.699
H 1.664 1.557 0.455
H 0.979 1.515 2.064

Atomic partial charges in e from the natural (NBO) method, atoms 1 to 5: -0.70 -0.75 0.39 0.11 -0.26

---

# 2
C11H16BeN3O6P | ωB97M-V/def2-TZVPD

Values from the calculation:
- LUMO energy: -0.450 eV
- Spin multiplicity: 1

Positions of all 38 atoms, in Å:
Be 0.571 -0.572 -0.128
O -6.024 -1.387 -0.199
C -5.180 -2.239 -0.527
O -5.260 -3.363 -1.044
C -3.715 -1.724 -0.400
C -3.473 -0.394 -0.078
C -2.176 0.062 -0.004
N -1.130 -0.745 -0.206
C -1.360 -2.041 -0.508
C -2.627 -2.559 -0.632
C -0.074 -2.821 -0.680
O -0.026 -3.935 -1.130
O 0.968 -2.090 -0.302
H -4.323 0.250 0.107
H -1.950 1.101 0.216
H -2.793 -3.593 -0.905
N 2.741 -1.218 -2.063
C 2.046 -0.088 -2.267
N 2.346 0.683 -3.336
O 1.155 0.310 -1.475
H 3.327 -1.580 -2.795
H 2.286 -1.895 -1.438
H 2.910 0.325 -4.085
H 1.730 1.449 -3.538
C 0.690 2.824 0.690
P 1.356 1.542 1.749
C 0.556 1.654 3.343
C 3.095 1.885 1.982
O 1.168 0.150 1.181
H 0.955 3.815 1.058
H -0.395 2.727 0.653
H 1.089 2.671 -0.313
H 0.636 2.654 3.770
H 1.022 0.928 4.009
H -0.494 1.387 3.216
H 3.243 2.867 2.432
H 3.598 1.844 1.015
H 3.515 1.117 2.632

Atomic partial charges in e from the natural (NBO) method, atoms 1 to 5: 1.69 -0.73 0.73 -0.72 -0.02

---

# 3
C17H48NO10Zn | ωB97M-V/def2-TZVPD

Values from the calculation:
- <S²>: 0.757
- LUMO energy (alpha / beta): -6.672 / -11.486 eV
- Spin multiplicity: 2
- Total charge: +2

Positions of all 77 atoms, in Å:
Zn -0.360 1.596 1.445
O 0.052 -1.045 -1.370
C -0.099 -0.145 -0.387
O -0.236 1.067 -0.565
O -0.051 -0.341 0.816
H 0.176 -1.842 -0.850
C -4.198 0.290 -1.835
C -3.520 -0.955 -2.424
C -3.394 -2.069 -1.366
O -4.343 -1.452 -3.485
H -4.281 1.142 -2.509
H -3.730 0.565 -0.890
H -5.206 -0.043 -1.588
H -2.535 -0.733 -2.835
H -3.259 -3.083 -1.740
H -4.263 -2.050 -0.708
H -2.677 -1.885 -0.565
H -4.153 -0.798 -4.162
C -1.934 3.313 -3.331
C -0.440 3.464 -3.177
C -0.098 4.239 -1.918
O 0.156 2.245 -3.119
H -2.199 2.526 -4.037
H -2.372 4.225 -3.737
H -2.501 3.097 -2.426
H -0.103 3.953 -4.092
H 0.003 3.564 -1.068
H -0.870 4.897 -1.517
H 0.841 4.781 -2.024
H -0.113 1.805 -2.310
C 0.954 -3.134 3.337
C 0.230 -1.984 4.036
C -0.659 -2.420 5.156
O 1.181 -1.055 4.489
H 1.836 -2.758 2.818
H 0.238 -3.632 2.684
H 1.321 -3.906 4.014
H -0.381 -1.541 3.249
H -1.079 -3.414 5.001
H -1.410 -1.641 5.290
H -0.024 -2.543 6.034
H 1.918 -1.490 4.925
C 1.471 2.339 5.083
C 0.878 2.475 3.719
C 2.036 2.496 2.699
O 1.563 2.456 1.332
C 2.580 2.619 0.377
N -0.012 1.374 3.443
H 2.076 1.433 5.127
H 0.758 2.238 5.901
H 2.113 3.195 5.289
H 0.356 3.422 3.576
H 2.606 1.574 2.821
H 2.670 3.372 2.831
H 2.105 2.368 -0.572
H 3.474 2.016 0.536
H 2.948 3.645 0.410
H 0.514 0.599 3.821
H -0.726 1.345 4.157
C 1.861 -3.629 -0.332
O 0.498 -3.599 -0.651
H 2.038 -2.882 0.442
H 2.291 -4.580 -0.017
H 2.413 -3.294 -1.210
H 0.352 -4.364 -1.211
C -1.025 -2.877 -4.295
O -0.336 -1.677 -3.921
H -1.779 -3.277 -3.618
H -1.568 -2.720 -5.227
H -0.331 -3.664 -4.592
H -0.309 -1.706 -2.962
C 3.151 -0.525 -2.753
O 4.422 0.015 -2.640
H 2.602 -0.204 -3.639
H 3.126 -1.608 -2.640
H 2.524 -0.142 -1.947
H 4.242 0.956 -2.592

Atomic partial charges in e from the Mulliken method, atoms 1 to 5: 0.06 0.29 1.06 -1.05 -0.63

---

# 4
C16H29CoN3O4S5 | ωB97M-V/def2-TZVPD

Values from the calculation:
- <S²>: 3.760
- LUMO energy (alpha / beta): -5.652 / -7.167 eV
- Spin multiplicity: 4
- Total charge: +2

Positions of all 58 atoms, in Å:
Co -0.729 0.899 1.861
C -2.643 -1.205 3.526
C -1.247 -1.791 3.369
S -0.025 -0.485 3.761
C 1.504 -0.867 2.821
C 2.364 0.388 2.809
S 1.636 1.718 1.767
C 1.431 3.157 2.900
C 0.032 3.752 2.844
S -1.133 2.549 3.588
C -2.817 2.793 2.893
C -3.609 1.532 3.209
S -3.015 0.076 2.251
H -2.761 -0.743 4.506
H -3.392 -1.990 3.407
H -1.069 -2.148 2.355
H -1.112 -2.608 4.080
H 1.226 -1.162 1.807
H 2.027 -1.683 3.324
H 3.339 0.163 2.378
H 2.504 0.785 3.813
H 2.158 3.905 2.581
H 1.676 2.822 3.907
H -0.278 3.972 1.823
H -0.003 4.663 3.445
H -2.748 2.961 1.816
H -3.272 3.658 3.381
H -4.656 1.670 2.934
H -3.547 1.281 4.267
C 2.981 -4.048 -3.719
C 2.731 -3.140 -4.893
S 1.047 -2.415 -4.812
O 0.675 -1.908 -6.092
O 0.156 -3.317 -4.130
C 1.160 -0.950 -3.667
C -0.275 -0.457 -3.530
N -0.455 0.365 -2.349
C -0.755 -0.070 -1.107
N -0.780 0.939 -0.234
C -0.520 2.066 -0.943
C -0.313 1.730 -2.255
N 0.022 2.641 -3.308
O -0.157 3.803 -3.049
O 0.477 2.175 -4.324
C -1.071 -1.469 -0.744
H 3.909 -4.597 -3.873
H 2.173 -4.773 -3.630
H 3.065 -3.494 -2.786
H 2.742 -3.675 -5.841
H 3.407 -2.289 -4.947
H 1.817 -0.211 -4.112
H 1.561 -1.330 -2.731
H -0.934 -1.326 -3.460
H -0.547 0.109 -4.425
H -0.488 3.050 -0.525
H -1.538 -1.998 -1.571
H -1.758 -1.453 0.102
H -0.172 -2.019 -0.468

Atomic partial charges in e from the Mulliken method, atoms 1 to 5: 0.47 -0.78 -0.49 -0.11 -0.48

---

# 5
C17H18ClN3O3S | ωB97M-V/def2-TZVPD

Values from the calculation:
- LUMO energy: 0.025 eV
- Spin multiplicity: 1
- Energy relative to the best compared isomer or geometry (same formula, charge and spin): 21.8 kcal per mole

Positions of all 43 atoms, in Å:
O -4.268 -2.406 -0.122
C -3.498 -1.471 -0.111
N -3.950 -0.195 0.080
C -3.268 1.013 -0.082
C -3.547 2.092 0.755
C -2.844 3.271 0.584
C -1.892 3.333 -0.422
N -1.649 2.326 -1.246
C -2.321 1.204 -1.091
C -2.021 -1.643 -0.242
C -1.519 -2.582 -1.140
C -0.157 -2.789 -1.260
C 0.719 -2.053 -0.469
Cl 2.405 -2.277 -0.598
C 0.222 -1.138 0.446
S 1.327 -0.166 1.484
O 0.500 0.765 2.200
O 2.172 -1.044 2.233
N 2.236 0.592 0.323
C 3.652 0.774 0.560
C 4.358 0.973 -0.779
C 3.750 2.168 -1.511
C 2.246 1.960 -1.674
C 1.603 1.727 -0.309
C -1.136 -0.943 0.572
H -4.919 -0.135 0.371
H -4.295 1.997 1.529
H -3.031 4.121 1.221
H -1.305 4.225 -0.590
H -2.103 0.421 -1.804
H -2.212 -3.147 -1.744
H 0.234 -3.513 -1.957
H 4.009 -0.118 1.076
H 3.826 1.647 1.207
H 5.423 1.129 -0.606
H 4.233 0.073 -1.384
H 4.221 2.289 -2.488
H 3.931 3.077 -0.933
H 1.782 2.826 -2.146
H 2.065 1.087 -2.301
H 0.541 1.505 -0.415
H 1.705 2.624 0.319
H -1.469 -0.243 1.323

Atomic partial charges in e from the natural (NBO) method, atoms 1 to 5: -0.58 0.66 -0.61 0.11 -0.20

---

# 6
C22H16FN2O | ωB97M-V/def2-TZVPD

Values from the calculation:
- LUMO energy: -4.900 eV
- Spin multiplicity: 1
- Total charge: +1
- Energy relative to the best compared isomer or geometry (same formula, charge and spin): 13.7 kcal per mole

Positions of all 42 atoms, in Å:
N -2.488 1.352 -1.291
N -1.583 0.666 -1.338
C -0.557 -0.200 -0.821
C -0.702 0.149 0.768
C -1.873 0.862 1.343
C -2.991 0.089 1.699
C -4.196 0.669 2.158
C -4.300 2.065 2.304
C -3.191 2.865 1.929
C -2.016 2.279 1.361
C 0.612 0.532 1.289
C 1.575 -0.489 1.299
C 2.899 -0.244 1.636
C 3.355 1.067 1.863
C 2.395 2.072 1.860
F 2.806 3.366 2.147
C 1.043 1.830 1.599
C -0.803 -1.675 -1.286
C 0.451 -2.032 -2.041
C 0.815 -3.199 -2.716
C 2.049 -3.341 -3.376
C 2.973 -2.276 -3.295
C 2.636 -1.099 -2.581
C 1.391 -0.994 -1.936
C 0.716 0.242 -1.488
O 1.070 1.418 -1.639
H -0.864 -0.963 0.851
H -2.946 -0.995 1.465
H -5.079 0.047 2.318
H -5.260 2.539 2.577
H -3.257 3.960 1.957
H -1.303 2.914 0.716
H 1.250 -1.476 0.914
H 3.609 -1.072 1.597
H 4.399 1.298 2.083
H 0.389 2.715 1.598
H -1.667 -1.749 -1.962
H -0.962 -2.387 -0.442
H 0.105 -4.023 -2.739
H 2.265 -4.214 -4.046
H 3.926 -2.330 -3.851
H 3.311 -0.240 -2.486

Atomic partial charges in e from the natural (NBO) method, atoms 1 to 5: 0.33 0.14 0.01 -0.25 -0.10

---

# 7
C2H4N2S4 | ωB97M-V/def2-TZVPD

Values from the calculation:
- LUMO energy: -0.255 eV
- Spin multiplicity: 1
- Energy relative to the best compared isomer or geometry (same formula, charge and spin): 69.9 kcal per mole

Positions of all 12 atoms, in Å:
C 0.861 -0.745 0.443
C -2.651 0.432 -0.322
H 2.918 1.235 -1.221
H 2.916 -1.220 0.634
H -1.121 0.637 1.583
H -2.737 0.239 -1.536
N 2.151 -0.754 0.104
N -1.366 0.755 0.302
S 2.734 -0.315 -1.553
S 0.359 -1.559 1.754
S -0.008 0.585 -0.631
S -4.056 0.709 0.444

Atomic partial charges in e from the natural (NBO) method, atoms 1 to 5: -0.08 -0.15 0.16 0.43 0.46

---

# 8
C21H47BN2O4 | ωB97M-V/def2-TZVPD

Values from the calculation:
- LUMO energy: 0.666 eV
- Spin multiplicity: 1

Positions of all 75 atoms, in Å:
H -3.437 -0.751 3.115
N -3.173 -1.406 2.381
C -3.906 -1.250 1.341
C -5.019 -0.230 1.243
C -3.642 -2.141 0.151
B -2.179 -2.733 0.312
N -2.029 -4.030 0.982
C -0.940 -1.913 -0.207
C -1.115 -1.213 -1.583
C 0.122 -1.249 -2.489
C 1.192 -0.125 -2.341
C 1.089 0.789 -1.112
C 0.311 2.077 -1.404
C -0.006 2.965 -0.185
C 1.020 2.950 0.952
O 0.483 2.224 2.080
C 1.157 1.120 2.484
C 2.650 1.239 2.651
O 0.554 0.105 2.766
H -5.227 0.040 0.208
H -4.754 0.666 1.805
H -5.940 -0.639 1.665
H -4.379 -2.950 0.163
H -3.777 -1.552 -0.761
H -1.176 -4.484 0.669
H -1.914 -3.909 1.984
H -0.033 -2.525 -0.208
H -0.807 -1.154 0.576
H -1.908 -1.739 -2.127
H -1.477 -0.193 -1.444
H -0.230 -1.211 -3.525
H 0.609 -2.222 -2.385
H 1.197 0.483 -3.250
H 2.172 -0.611 -2.313
H 0.677 0.260 -0.252
H 2.111 1.076 -0.837
H -0.645 1.794 -1.857
H 0.837 2.646 -2.177
H -0.971 2.690 0.246
H -0.114 4.001 -0.522
H 1.239 3.967 1.287
H 1.960 2.503 0.639
H 2.882 1.125 3.712
H 3.068 2.179 2.301
H 3.125 0.409 2.124
C -2.406 1.004 6.748
C -1.125 0.801 7.539
O -0.884 -0.540 7.915
C -0.753 -1.470 6.848
C 0.383 -1.159 5.891
H -3.256 0.575 7.281
H -2.587 2.069 6.599
H -2.349 0.537 5.766
H -1.183 1.350 8.479
H -0.271 1.207 6.984
H -1.696 -1.560 6.296
H -0.580 -2.429 7.336
H 0.199 -0.250 5.320
H 0.500 -1.969 5.171
H 1.319 -1.037 6.440
C 4.556 0.537 -6.136
C 3.343 -0.377 -6.171
O 2.111 0.309 -6.290
C 1.950 1.087 -7.462
C 2.015 0.285 -8.751
H 4.437 1.297 -5.362
H 5.454 -0.043 -5.921
H 4.714 1.047 -7.088
H 3.273 -0.923 -5.229
H 3.448 -1.124 -6.966
H 2.678 1.906 -7.485
H 0.965 1.542 -7.363
H 3.012 -0.120 -8.933
H 1.759 0.922 -9.598
H 1.313 -0.549 -8.717

Atomic partial charges in e from the Mulliken method, atoms 1 to 5: 0.18 -0.48 0.80 -1.37 -0.67

---

# 9
C6H13NO | ωB97M-V/def2-TZVPD

Values from the calculation:
- <S²>: 1.122
- LUMO energy (alpha / beta): -5.715 / -8.433 eV
- Spin multiplicity: 2
- Total charge: +1
- Energy relative to the best compared isomer or geometry (same formula, charge and spin): 127.2 kcal per mole

Positions of all 21 atoms, in Å:
C 1.751 0.241 -0.432
N 0.647 -0.517 0.063
C -0.682 -0.121 -0.321
C -1.669 -0.893 0.477
C -3.012 -0.693 -0.038
O -3.385 0.251 -0.765
C -0.842 1.432 -0.087
C 3.035 -0.466 -0.052
H 1.862 1.285 -0.198
H 1.590 0.163 -1.536
H 0.621 -0.435 1.068
H -0.905 -0.350 -1.377
H -1.310 0.186 2.257
H -1.415 -1.875 0.955
H -3.684 -1.569 0.054
H -0.658 1.987 -1.007
H -0.172 1.831 0.699
H -1.917 1.477 0.181
H 3.072 -0.798 0.993
H 3.218 -1.347 -0.705
H 3.854 0.213 -0.229

Atomic partial charges in e from the natural (NBO) method, atoms 1 to 5: -0.30 -0.12 -0.18 -0.24 0.31

---

# 10
H20O10 | ωB97M-V/def2-TZVPD

Values from the calculation:
- LUMO energy: -0.208 eV
- Spin multiplicity: 1
- Energy relative to the best compared isomer or geometry (same formula, charge and spin): 61.4 kcal per mole

Positions of all 30 atoms, in Å:
O 2.425 2.491 -2.018
H 2.941 2.564 -2.829
H 1.483 2.437 -2.310
O -0.019 -0.106 -0.358
H 0.630 -0.030 -1.077
H 0.505 -0.331 0.423
O -1.326 -2.276 -1.812
H -1.248 -3.206 -1.581
H -0.844 -1.780 -1.122
O -0.223 1.948 -2.692
H -0.938 2.423 -3.134
H -0.228 1.058 -3.076
O -2.873 -0.635 0.569
H -2.999 -1.311 1.241
H -1.962 -0.333 0.684
O 2.082 -0.283 -2.306
H 2.622 -0.424 -3.088
H 2.368 0.584 -1.938
O -1.325 2.749 0.012
H -1.148 2.178 -0.749
H -0.752 2.402 0.704
O 0.105 -2.288 1.751
H 0.068 -2.824 2.553
H -0.293 -2.843 1.068
O -1.002 0.642 2.738
H -1.570 0.888 3.476
H -1.018 -0.322 2.723
O 1.746 -0.822 4.130
H 1.455 -1.510 4.737
H 1.338 -1.039 3.283

Atomic partial charges in e from the natural (NBO) method, atoms 1 to 5: -0.97 0.47 0.51 -0.98 0.50

---

# 11
C21H28ClKN4O10S | ωB97M-V/def2-TZVPD

Values from the calculation:
- LUMO energy: 4.142 eV
- Spin multiplicity: 1
- Total charge: -2
- Energy relative to the best compared isomer or geometry (same formula, charge and spin): 0.0 kcal per mole

Positions of all 66 atoms, in Å:
K 0.566 0.281 0.595
C 4.307 -0.187 -1.178
C 3.571 -0.940 -0.101
C 3.762 -0.616 1.238
C 3.084 -1.295 2.246
C 3.258 -0.879 3.681
C 2.203 -2.313 1.894
C 1.985 -2.658 0.562
C 0.956 -3.692 0.196
C 2.680 -1.962 -0.425
H 3.745 -0.208 -2.111
H 5.290 -0.635 -1.357
H 4.457 0.851 -0.878
H 4.414 0.212 1.497
H 2.753 0.073 3.849
H 4.315 -0.752 3.926
H 2.821 -1.612 4.360
H 1.636 -2.816 2.670
H 1.222 -4.197 -0.735
H -0.016 -3.209 0.053
H 0.856 -4.441 0.984
H 2.494 -2.186 -1.470
O -3.072 -1.334 0.969
C -2.311 -0.874 0.087
O -1.280 -1.410 -0.401
C -2.604 0.548 -0.436
O -3.545 0.704 -1.262
O -1.845 1.457 -0.013
O 4.170 2.799 1.787
Cl 2.766 2.929 1.490
O 2.364 4.308 1.598
O 2.508 2.447 0.146
O 1.992 2.121 2.417
C -3.628 1.708 2.644
N -2.623 0.693 2.880
C -1.388 0.881 3.334
S -0.398 -0.443 3.733
N -0.903 2.144 3.507
C -1.128 3.245 2.561
H -4.602 1.223 2.697
H -3.528 2.169 1.660
H -3.577 2.472 3.420
H -2.810 -0.221 2.455
H 0.056 2.092 3.820
H -1.871 3.954 2.932
H -1.440 2.867 1.589
H -0.181 3.767 2.438
O -4.196 -3.043 -3.955
C -4.374 -1.644 -4.018
N -3.267 -0.892 -3.488
C -2.055 -1.066 -4.034
O -1.849 -1.880 -4.945
C -0.957 -0.195 -3.517
C -1.178 1.100 -3.070
C -0.098 1.837 -2.610
C 1.153 1.254 -2.617
N 1.387 0.005 -3.044
C 0.345 -0.693 -3.478
H -3.343 -3.189 -4.393
H -5.255 -1.401 -3.429
H -4.535 -1.343 -5.061
H -3.385 -0.362 -2.600
H -2.178 1.510 -3.031
H -0.235 2.831 -2.207
H 2.007 1.810 -2.245
H 0.531 -1.710 -3.806

Atomic partial charges in e from the natural (NBO) method, atoms 1 to 5: 0.89 -0.65 -0.01 -0.26 0.00

---

Per-record strongest force on any atom, eV Å⁻¹: 1.561 0.817 6.236 1.407 1.009 5.679 5.326 1.259 4.050 0.579 0.173